# 1
20
Properties=species:S:1:pos:R:3:forces:R:3:lowdin_charge:R:1 method="wB97M-V/def2-TZVPD" de_lowest_kj_mol=288.5 energy_ha=-436.53714 e_homo_ev="-7.2635 / -7.2644"
O 0.444 0.797 -2.239 0.0 -0.1 0.0 0.087
N -0.326 0.741 2.731 0.4 0.2 0.5 0.017
N 0.610 1.931 0.282 -0.1 0.1 -0.1 0.052
N -1.125 0.245 1.837 0.3 -0.2 -0.3 -0.114
C 0.816 0.080 -1.342 0.2 -0.2 0.2 -0.432
C -1.612 -0.902 -0.237 -0.1 0.2 -0.1 -0.038
C 0.599 0.483 0.125 -0.2 0.4 0.4 -0.304
C 1.556 -1.209 -1.579 -0.1 0.0 -0.2 -0.007
C -0.726 -0.058 0.618 -0.4 0.1 -0.2 -0.259
H 1.403 0.078 0.752 0.0 0.0 -0.1 0.144
H -1.751 -0.469 -1.229 0.0 0.0 0.0 0.082
H -1.200 -1.906 -0.373 -0.1 -0.1 0.0 0.080
H 2.623 -1.008 -1.476 0.1 0.0 0.1 0.093
H 0.032 2.350 -0.441 0.2 -0.1 0.0 0.078
H -2.600 -1.002 0.211 -0.1 -0.1 0.1 0.076
H -0.831 1.031 3.563 -0.4 -0.2 -0.2 0.026
H 1.288 -1.958 -0.838 0.0 -0.1 0.1 0.081
H 1.549 2.298 0.185 -0.1 0.0 0.0 0.080
H 1.369 -1.576 -2.585 0.0 0.0 0.0 0.087
H -2.119 0.055 2.037 0.5 0.0 0.0 0.169

# 2
71
Properties=species:S:1:pos:R:3:forces:R:3:lowdin_charge:R:1 method="wB97M-V/def2-TZVPD" s2=0.75 total_charge=+1 de_lowest_kj_mol=51.1 energy_ha=-2921.04325 e_homo_ev="-10.8130 / -10.8180" spin_multiplicity=2
Ce -0.074 -0.297 0.820 -1.2 0.6 1.5 1.075
S -2.760 -0.211 0.159 -0.3 0.0 -0.3 0.632
S 1.809 0.884 3.117 0.0 0.0 -0.2 0.957
Si -4.721 0.168 -2.641 0.2 -0.1 -0.1 0.477
O 1.736 1.326 -0.085 0.3 0.1 -0.1 -0.002
O 4.434 -1.436 -2.657 0.1 -0.1 0.0 0.151
O 1.195 -2.773 0.254 0.1 0.0 0.0 0.048
N -1.271 1.221 2.713 -0.1 0.0 -0.1 -0.177
N 2.117 -0.766 0.511 1.4 -0.4 -0.6 -0.060
N 2.909 -2.187 -1.170 0.1 0.1 0.0 0.234
N -0.263 -1.438 3.252 -0.1 -0.1 -0.2 -0.138
N -0.749 -0.597 -1.525 -0.1 0.0 -0.4 -0.109
C -5.623 -1.186 -1.759 -0.1 -0.3 0.2 -0.181
C -1.095 -0.745 4.258 0.1 -0.1 0.1 -0.167
C -0.816 -0.657 -3.899 -0.1 0.0 0.0 -0.033
C 3.735 -1.186 -1.715 -0.2 -0.1 -0.2 -0.375
C -0.553 2.353 3.315 -0.1 0.0 0.0 -0.239
C 3.736 1.289 -2.201 0.1 0.0 0.0 -0.166
C 3.676 0.223 -1.104 -0.2 -0.2 0.1 -0.290
C -5.240 0.177 -4.425 0.0 0.0 -0.3 -0.187
C -2.180 -0.363 -3.840 0.0 0.1 0.0 -0.047
C -2.850 -0.192 -2.634 0.0 0.0 0.0 -0.214
C -2.071 -0.337 -1.470 0.0 0.0 -0.1 -0.676
C 2.066 -1.980 -0.109 0.2 0.2 0.0 -0.559
C -5.070 1.831 -1.918 0.0 0.3 0.2 -0.178
C 2.627 1.253 -3.240 -0.1 0.0 0.0 -0.068
C 2.468 0.334 -0.219 0.1 -0.2 0.0 -0.450
C 0.717 1.976 4.067 -0.1 0.0 0.1 -0.407
C -0.143 -0.759 -2.713 0.0 -0.1 0.1 -0.120
C 1.927 -0.595 4.159 0.0 -0.1 0.1 -0.408
C 1.083 -1.799 3.739 -0.1 0.0 0.0 -0.235
C 5.160 -0.636 0.903 0.0 -0.1 0.1 -0.065
C 4.939 0.378 -0.207 0.1 0.1 -0.1 -0.141
C -1.982 0.332 3.652 0.0 0.0 0.0 -0.180
H 2.638 0.317 -3.802 0.0 0.0 0.0 0.078
H -1.979 1.602 2.089 0.0 0.0 0.0 0.079
H -0.302 -0.805 -4.838 0.0 0.0 0.0 0.116
H -5.411 -1.185 -0.689 0.0 0.0 -0.1 0.005
H 1.714 -0.283 5.182 0.0 0.0 0.0 0.079
H -0.434 -0.315 5.006 0.0 0.0 0.0 0.098
H -4.867 1.856 -0.846 0.0 0.0 -0.1 0.014
H -0.722 -2.309 2.996 0.0 0.0 0.1 0.133
H 1.640 1.392 -2.796 0.0 0.0 0.0 0.067
H 4.911 1.393 0.195 0.0 0.0 0.0 0.133
H 2.770 2.059 -3.960 0.0 0.0 0.0 0.087
H 1.580 -2.340 2.934 0.0 0.0 0.0 0.110
H 2.974 -0.897 4.152 0.0 0.0 0.0 0.083
H 4.702 1.170 -2.691 0.0 0.0 0.0 0.126
H -4.735 0.958 -5.001 -0.1 0.0 0.0 0.040
H 5.211 -1.660 0.524 0.0 0.0 0.0 0.086
H -2.439 0.904 4.467 0.0 0.0 0.0 0.135
H 1.020 -2.476 4.597 0.0 0.0 0.0 0.133
H 5.773 0.338 -0.910 0.0 0.0 0.1 0.131
H 6.116 -0.426 1.383 0.0 0.0 0.0 0.087
H 3.751 2.259 -1.699 0.0 0.0 0.0 0.130
H -4.464 2.599 -2.407 0.0 0.0 0.0 0.040
H -5.332 -2.158 -2.167 -0.1 0.0 0.1 0.042
H 2.875 -3.075 -1.653 0.0 0.0 0.0 0.179
H -5.059 -0.787 -4.909 0.0 0.1 0.0 0.041
H -2.791 -0.139 3.092 0.0 0.0 0.0 0.106
H 4.389 -0.595 1.674 0.0 0.0 -0.1 0.058
H -1.206 2.905 4.000 0.0 0.0 0.0 0.130
H 0.505 1.504 5.025 0.0 0.0 0.0 0.075
H -1.722 -1.459 4.797 0.0 0.0 0.0 0.137
H -6.123 2.084 -2.079 0.1 0.0 0.0 0.041
H -2.726 -0.264 -4.770 0.0 0.0 0.0 0.098
H -6.315 0.371 -4.484 0.1 0.0 0.0 0.042
H -0.296 3.033 2.502 0.0 0.0 0.0 0.129
H 1.269 2.888 4.292 0.0 0.0 0.0 0.087
H -6.702 -1.073 -1.899 0.0 0.0 0.0 0.041
H 0.915 -0.990 -2.693 0.0 0.0 0.1 0.102

# 3
86
Properties=species:S:1:pos:R:3:forces:R:3:lowdin_charge:R:1 method="wB97M-V/def2-TZVPD" de_lowest_kj_mol=670.3 energy_ha=-1543.88226 e_homo_ev=-8.7793 smiles="NC(N)=O.CC(C)O.CC(C)O.CC(C)O.CC(C)O.CC(C)O.CO.CO.CO"
O -0.443 -2.635 2.573 -2.2 6.1 -1.6 -0.028
O -0.245 2.844 1.328 -5.6 -3.4 -3.2 -0.102
O -2.007 -0.052 2.594 -0.2 2.1 -0.2 -0.101
O 0.717 0.805 -2.938 -9.9 2.8 2.5 -0.044
O -2.616 -1.831 -3.317 -0.4 1.8 -0.3 -0.099
O -0.568 3.217 -3.755 3.9 -3.2 -6.7 0.034
O 0.602 -0.670 4.620 0.5 0.6 0.9 -0.151
O 1.324 -1.510 0.592 -1.5 4.9 0.5 -0.064
O -1.648 -4.177 -2.749 -8.1 0.6 2.1 -0.001
N 0.557 0.601 -0.112 -1.1 2.6 -0.1 0.259
N 0.683 0.289 1.892 -0.4 1.3 7.6 0.154
C -1.945 2.833 -2.031 -1.4 -0.3 0.6 -0.033
C -0.854 -3.957 4.465 1.0 -0.9 1.4 -0.042
C -2.036 -0.574 -2.990 -0.1 0.1 -0.1 -0.163
C 2.324 -0.599 -2.820 2.2 -2.2 0.6 -0.028
C -0.047 -3.673 3.223 1.6 -5.3 0.2 -0.604
C -0.066 -3.780 -4.368 -0.5 0.7 -1.2 -0.054
C 0.899 -0.238 0.755 2.6 -8.4 0.1 -0.618
C 2.025 3.202 1.377 -0.4 -1.8 2.3 -0.014
C -0.401 -4.157 -2.969 6.8 -1.4 -0.3 -0.626
C -1.027 3.711 -2.696 1.7 6.5 6.9 -0.605
C 0.234 3.857 -1.754 -0.7 0.8 0.0 -0.017
C 0.600 3.643 1.875 5.2 3.5 1.5 -0.530
C -2.729 1.185 2.332 -0.5 -3.8 -2.8 -0.130
C 0.433 3.606 3.411 -0.2 1.7 0.3 -0.021
C 0.356 -3.278 -1.964 -1.5 0.1 0.2 -0.011
C 0.401 0.346 5.633 -0.2 -0.4 0.0 -0.113
C 2.833 1.887 -2.574 -1.9 1.2 0.6 -0.013
C -0.195 -4.825 2.176 2.3 -1.9 -0.5 -0.053
C 1.943 0.813 -3.175 7.6 -1.8 -2.0 -0.646
H -0.022 4.475 -0.903 -0.1 0.4 0.2 0.067
H 0.012 -2.244 -1.992 -0.4 0.0 0.0 0.062
H -0.476 -4.870 4.992 -0.4 0.4 -0.8 0.095
H 1.373 -3.169 -2.151 1.9 -0.2 -0.8 0.050
H 0.288 1.495 0.176 -0.5 1.2 0.1 0.063
H -2.132 -4.901 -3.154 0.2 0.1 -0.1 0.139
H -1.231 -4.949 1.864 -0.1 -0.2 0.3 0.068
H -0.807 -3.235 5.283 0.2 0.6 -0.4 0.064
H 0.318 1.659 -3.246 -0.1 -0.9 0.2 0.098
H -0.201 -0.055 6.461 -0.3 0.2 -0.4 0.082
H -0.192 -2.717 -4.627 -0.1 0.0 0.4 0.079
H -1.947 -2.519 -3.339 -0.1 0.0 0.3 0.009
H -1.356 4.783 -2.905 -0.4 -1.0 0.6 0.169
H 0.560 4.602 3.872 0.2 -0.2 -0.3 0.085
H 1.336 0.631 6.152 -0.1 -0.2 -0.9 0.085
H 1.157 4.284 -2.210 -0.9 -0.5 0.1 0.100
H 1.002 -3.964 -4.418 0.1 -0.5 -1.1 0.087
H -2.788 1.404 1.246 0.0 -0.4 0.3 0.087
H -1.886 -4.080 4.226 -0.8 -0.2 -0.3 0.073
H 0.293 -5.803 2.560 -1.2 1.2 -0.5 0.092
H 1.982 0.960 -4.208 1.3 -0.2 -2.5 0.125
H 1.107 2.955 3.944 0.2 -0.5 -0.1 0.067
H 0.365 2.884 -1.310 0.7 -0.4 -0.2 0.035
H -0.069 1.229 5.161 0.1 -0.3 0.5 0.064
H -2.497 2.061 2.749 2.4 3.2 2.3 0.006
H 0.645 0.434 -0.991 0.5 -1.2 -7.0 0.001
H -3.713 1.087 2.686 -1.5 -0.8 0.2 0.067
H 2.362 2.177 1.752 -0.5 1.5 0.5 0.109
H 2.175 2.977 0.369 -0.7 0.5 -2.2 0.026
H 3.445 -0.718 -2.838 -1.0 -0.2 -0.4 0.096
H 2.637 2.885 -3.041 0.2 -0.8 0.1 0.084
H -1.555 1.855 -2.093 0.4 -1.3 0.1 0.059
H -1.087 3.305 1.169 0.3 -0.7 0.2 0.135
H 0.437 4.656 1.431 0.3 -0.2 0.8 0.147
H -1.587 0.009 -3.804 0.0 -0.6 -0.5 0.071
H 0.790 -0.194 2.797 0.3 0.1 -0.6 0.104
H -2.136 3.062 -1.018 -0.2 0.4 1.2 0.078
H -0.109 -5.224 -2.903 1.2 0.2 0.3 0.148
H 1.811 -1.400 -3.461 0.8 1.4 0.7 0.094
H 2.736 3.930 1.633 1.1 0.9 0.6 0.064
H -0.207 -1.183 4.515 -0.2 0.0 -0.1 0.054
H 3.887 1.710 -2.607 0.5 -0.4 0.1 0.075
H -1.249 -0.674 -2.262 0.3 -0.1 0.4 0.048
H 1.017 -3.624 3.399 0.6 0.0 0.8 0.139
H -2.750 0.144 -2.575 -0.5 -0.7 0.1 0.067
H 0.297 -2.201 2.129 0.1 -0.1 -0.7 0.057
H -1.134 0.038 2.147 -0.8 -0.4 0.5 0.029
H 0.333 -3.580 -0.933 -0.6 -0.4 0.4 0.062
H -1.290 3.099 -4.320 -1.4 -0.7 -2.1 0.113
H 0.350 1.260 2.001 0.4 -1.2 -0.3 0.094
H 0.390 -4.630 1.181 -0.9 0.2 1.9 0.090
H -0.602 3.360 3.677 0.2 -0.3 -0.2 0.074
H -2.853 2.868 -2.548 -1.8 -0.3 -0.7 0.088
H -0.831 -4.301 -5.023 1.6 0.1 0.2 0.112
H 2.402 1.969 -1.573 0.9 0.2 0.5 0.052
H 2.095 -0.894 -1.750 -0.1 0.6 -1.0 0.077

# 4
92
Properties=species:S:1:pos:R:3:forces:R:3:lowdin_charge:R:1 method="wB97M-V/def2-TZVPD" de_lowest_kj_mol=24.5 energy_ha=-1571.94230 e_homo_ev=-8.1609
N 3.020 0.416 -1.549 0.2 0.0 0.0 0.186
N -0.023 -1.224 1.218 -0.2 0.0 0.0 0.015
N 3.942 -0.477 0.457 -0.1 -0.1 0.0 0.036
N 2.175 -1.681 2.000 -0.2 -0.1 0.2 0.194
N 1.765 -0.890 -0.136 -0.1 0.0 -0.4 0.160
N -1.205 0.699 -2.798 0.0 0.2 0.1 0.029
N 0.694 2.311 0.544 -0.1 -0.1 0.2 0.076
N 0.482 2.514 -1.820 0.0 0.2 0.1 0.154
N -1.872 -0.926 -1.191 -0.2 0.0 -0.2 0.189
N -0.603 0.854 -0.573 -0.3 -0.2 0.2 0.120
C 0.016 -0.834 -5.347 0.1 0.0 0.4 -0.229
C -1.064 1.907 4.105 -0.2 -0.1 0.0 -0.208
C -0.673 -2.280 5.500 -0.2 0.1 -0.1 -0.101
C -2.136 -2.121 -5.178 0.1 0.0 0.5 -0.186
C 4.552 2.367 1.466 0.0 -0.3 0.2 -0.206
C -0.655 -1.627 2.455 0.3 0.0 0.2 -0.198
C 1.148 -0.121 -4.619 -0.1 0.0 -0.3 -0.107
C -1.877 0.039 -3.890 0.1 -0.3 0.2 -0.189
C -1.151 -1.214 -4.426 -0.1 0.1 -0.5 -0.337
C 2.280 3.373 2.024 0.0 -0.1 -0.2 -0.194
C -0.575 -0.579 3.585 -0.5 0.0 -0.2 -0.330
C 5.458 1.132 1.523 0.0 0.1 -0.4 -0.191
C 5.233 0.143 0.371 0.1 0.1 0.1 -0.230
C 2.986 -0.277 -0.360 0.5 -0.1 -0.1 -0.446
C -1.114 0.766 3.078 0.4 0.0 0.1 -0.169
C -4.011 -3.816 -5.059 0.0 0.0 0.4 -0.275
C -1.332 -1.084 4.819 0.4 0.0 0.0 -0.229
C -3.310 3.022 3.739 0.0 -0.1 0.2 -0.111
C 1.596 3.427 0.657 0.0 0.1 0.0 -0.251
C -4.947 -4.600 -4.148 0.1 0.1 -0.2 -0.118
C 1.256 -1.256 1.104 -0.2 -0.2 0.1 -0.442
C 3.208 2.166 2.165 0.0 0.3 -0.1 -0.214
C -3.073 -2.910 -4.264 0.0 0.0 -0.5 -0.237
C -2.424 2.257 4.715 0.1 0.2 -0.1 -0.270
C -1.226 0.211 -1.615 -0.3 0.1 -0.4 -0.454
C 0.208 1.972 -0.583 0.3 0.3 0.0 -0.469
H -2.352 -1.348 4.529 -0.1 0.1 0.0 0.118
H 0.359 -2.051 5.760 0.1 0.0 0.0 0.074
H 6.503 1.447 1.479 0.0 0.0 0.1 0.104
H 2.353 3.423 -0.142 0.0 0.0 0.0 0.101
H -0.734 -1.775 -3.581 0.0 0.0 0.0 0.132
H 5.422 0.659 -0.583 0.1 0.0 0.0 0.101
H -0.359 -0.198 -6.152 -0.1 0.0 -0.1 0.114
H -5.562 -3.923 -3.558 -0.1 0.0 0.1 0.070
H 5.972 -0.662 0.457 0.0 0.2 -0.1 0.112
H 0.651 3.508 -1.833 0.1 0.0 0.1 0.094
H -1.943 0.777 -4.697 -0.1 -0.2 -0.1 0.120
H -2.839 3.961 3.456 0.0 0.1 -0.1 0.071
H -0.239 -2.580 2.805 -0.1 -0.1 0.0 0.107
H 1.050 -0.678 -0.816 0.0 -0.1 0.2 0.115
H -2.140 0.622 2.735 -0.2 0.0 -0.1 0.117
H -1.392 -0.276 5.548 -0.1 0.1 0.0 0.098
H 3.396 1.981 3.225 0.0 -0.1 0.0 0.113
H -0.511 1.062 2.218 -0.1 0.0 0.0 0.069
H 0.411 -1.745 -5.804 0.0 0.0 -0.1 0.107
H 4.390 2.646 0.422 0.0 0.1 -0.1 0.098
H -1.568 -2.836 -5.779 0.0 0.0 -0.1 0.115
H -3.480 2.443 2.834 -0.1 0.0 -0.1 0.065
H 1.572 -0.765 -3.851 0.1 0.0 0.1 0.065
H 0.475 -0.428 3.864 0.0 0.0 0.0 0.129
H -0.680 -3.160 4.861 0.0 -0.1 0.0 0.062
H 3.129 -1.407 1.750 0.1 0.0 0.1 0.066
H 2.841 4.297 2.186 0.0 0.1 0.1 0.109
H 1.939 0.141 -5.318 0.2 0.0 0.0 0.071
H -1.532 -1.317 -0.321 0.1 -0.1 0.0 0.068
H 1.910 -1.720 2.969 -0.1 0.0 0.0 0.088
H 5.303 0.612 2.470 0.1 -0.1 0.1 0.108
H -0.600 0.338 0.313 0.2 0.1 -0.1 0.081
H 1.038 4.373 0.574 0.1 0.0 0.0 0.116
H -0.362 1.650 4.902 0.1 0.0 0.0 0.107
H 2.695 1.295 1.760 0.0 -0.1 0.1 0.080
H 1.498 3.307 2.781 -0.1 0.1 0.0 0.091
H 0.782 0.785 -4.148 0.1 0.1 0.1 0.044
H -3.418 -4.513 -5.657 0.0 0.0 -0.1 0.109
H -0.677 2.802 3.616 0.1 0.1 0.0 0.093
H -0.165 2.157 -2.530 0.0 0.0 -0.1 0.052
H 3.828 0.998 -1.692 -0.1 0.0 0.0 0.085
H -2.903 -0.226 -3.604 0.0 0.0 -0.1 0.108
H 2.160 0.835 -1.873 0.0 0.2 0.0 0.059
H -2.479 -3.524 -3.582 0.0 0.0 0.1 0.118
H -2.168 -1.582 -1.892 0.0 0.0 0.0 0.069
H -4.600 -3.208 -5.748 0.0 0.0 -0.1 0.110
H -2.726 -1.512 -5.867 0.0 0.0 -0.1 0.125
H 5.065 3.205 1.946 0.0 0.1 -0.1 0.110
H -5.605 -5.239 -4.732 -0.1 -0.1 0.0 0.067
H -2.268 2.874 5.604 -0.1 -0.1 0.1 0.104
H -1.206 -2.528 6.415 0.0 -0.1 0.1 0.069
H -4.275 3.243 4.191 -0.1 0.1 0.0 0.067
H -1.713 -1.790 2.218 0.0 -0.1 0.2 0.118
H -4.379 -5.228 -3.464 0.0 -0.1 0.1 0.070
H -3.679 -2.227 -3.663 0.0 0.0 0.1 0.103
H -2.938 1.347 5.031 0.0 0.0 0.1 0.096

# 5
39
Properties=species:S:1:pos:R:3:forces:R:3:lowdin_charge:R:1 method="wB97M-V/def2-TZVPD" s2=3.78 total_charge=+3 de_lowest_kj_mol=72.7 energy_ha=-2396.46465 e_homo_ev="-18.3984 / -18.4964" spin_multiplicity=4
Re 0.115 0.014 0.076 -0.1 0.2 -0.3 0.983
I -1.877 -1.609 -1.397 -0.1 0.0 -0.1 1.051
I 0.434 -2.762 0.861 0.1 0.0 0.1 1.136
S 0.210 1.961 -1.239 0.2 -0.1 0.0 0.839
F 0.759 2.781 1.555 0.0 0.0 0.1 0.103
F 2.054 -0.382 2.133 0.0 0.1 0.0 -0.009
F 1.325 1.712 3.348 -0.1 -0.1 -0.1 0.183
F 2.887 0.749 0.469 0.1 0.1 -0.1 0.053
F 2.846 2.607 2.102 0.0 0.0 0.0 0.230
N -2.729 0.998 3.119 -0.1 -0.1 -0.1 0.203
N 2.233 2.721 -2.765 0.0 0.0 0.0 0.210
N -1.085 0.297 1.770 -0.2 -0.2 0.3 -0.073
N -2.328 1.494 -0.401 -0.3 0.1 0.0 -0.064
N 2.216 0.493 -2.212 -0.1 -0.1 0.1 0.002
N -4.802 2.760 -0.174 0.3 -0.1 0.0 0.156
N 1.651 -0.557 -1.447 0.1 0.0 -0.1 -0.093
N -1.826 0.268 3.800 0.0 0.0 0.0 0.120
C -4.193 2.239 0.883 -0.2 0.1 0.1 -0.005
C 1.693 1.717 -2.124 0.1 0.0 -0.1 -0.663
C -0.864 -0.162 3.020 0.2 0.1 0.0 -0.129
C -4.174 2.649 -1.338 -0.3 0.1 -0.1 -0.043
C -2.282 0.993 1.900 -0.1 0.2 -0.1 -0.260
C -2.962 1.608 0.765 0.2 -0.2 0.1 -0.204
C -2.937 2.024 -1.459 0.2 -0.1 0.0 -0.138
C 1.792 0.649 1.267 0.0 -0.2 0.1 -0.484
C -1.172 -3.352 -0.413 0.0 -0.1 0.0 -0.967
C 1.692 1.983 2.097 0.0 -0.1 0.2 -0.602
H -1.947 0.115 4.797 0.0 0.0 0.0 0.207
H -4.666 3.069 -2.207 0.0 0.0 0.0 0.138
H -4.691 2.323 1.842 0.0 0.0 0.0 0.143
H -0.033 -0.758 3.356 0.0 0.0 0.0 0.131
H 3.043 2.628 -3.366 0.0 0.0 0.0 0.164
H -0.797 -4.072 -1.133 0.0 0.0 0.0 0.004
H 3.087 0.294 -2.694 0.0 0.0 0.0 0.198
H -2.434 1.963 -2.417 0.0 0.0 0.0 0.105
H 1.280 -1.260 -2.093 0.0 0.0 0.0 0.111
H 1.843 3.652 -2.675 0.0 0.0 0.0 0.149
H 2.417 -0.992 -0.923 0.0 0.0 0.0 0.112
H -1.966 -3.752 0.209 0.0 0.0 0.0 0.003

# 6
20
Properties=species:S:1:pos:R:3:forces:R:3:lowdin_charge:R:1 method="wB97M-V/def2-TZVPD" s2=6.02 total_charge=+4 energy_ha=-3686.56787 e_homo_ev="-25.0618 / -25.0617" spin_multiplicity=5
Co -0.144 -1.500 0.420 2.8 -2.3 3.8 0.716
Sc 2.729 1.998 -1.713 5.6 -0.8 3.3 0.884
Cl 5.003 2.058 -1.811 -2.6 0.0 -0.1 0.310
Cl 1.372 -1.481 -1.092 0.0 0.0 0.3 0.414
O 0.781 -0.987 2.184 -0.9 -0.2 -1.7 -0.037
O -1.205 -1.943 2.191 1.7 0.7 -0.4 0.095
O 1.451 1.149 -4.577 2.7 1.1 5.2 0.311
O 0.532 4.334 -2.573 5.1 -4.6 2.2 0.298
O -1.870 -0.242 -1.607 2.2 -2.3 3.7 0.279
N 1.223 -0.695 4.573 0.1 -0.3 -0.4 0.222
C -0.101 -1.381 4.324 0.4 0.1 0.3 0.033
C -1.314 -0.773 -0.749 -5.6 4.2 -6.3 -0.049
C 1.354 3.576 -2.224 -6.7 7.0 -2.7 0.073
C -0.223 -1.463 2.837 -0.8 -0.3 0.0 -0.502
C 1.957 1.374 -3.559 -3.6 -2.3 -8.4 0.011
H -0.891 -0.781 4.771 -0.3 -0.1 0.0 0.179
H -0.066 -2.380 4.774 -0.3 0.1 0.0 0.187
H 1.972 -1.389 4.432 0.1 0.4 0.2 0.196
H 1.314 -0.328 5.523 -0.1 0.1 0.2 0.202
H 1.349 0.066 3.874 0.2 -0.4 0.9 0.177